1.
Formula: C20H33ClIN2O7P
Source: OMol25
Level of theory: wB97M-V/def2-TZVPD

Properties
Molar mass (g mol⁻¹): 606.8
Total energy (eV): -68497.456
SMILES string: OP(Cl)c1cnc2c(I)cccc2n1.COCCOCCOC.COCCOCCOC
F_max (eV/Å): 0.37
Kohn-Sham gap (eV): 8.0
LUMO level (eV): -1.119

XYZ file:
```
65
Properties=species:S:1:pos:R:3:nbo_charge:R:1
O -1.90 0.33 2.14 -0.97
P -3.29 0.48 1.31 1.11
Cl -3.75 -1.48 0.86 -0.31
C -2.59 0.97 -0.33 -0.18
C -2.90 2.28 -0.80 0.02
N -2.45 2.73 -1.94 -0.37
C -1.65 1.90 -2.65 0.13
C -1.11 2.31 -3.90 -0.16
I -1.54 4.20 -4.65 0.19
C -0.30 1.49 -4.61 -0.23
C 0.04 0.21 -4.10 -0.19
C -0.45 -0.22 -2.91 -0.18
C -1.31 0.61 -2.16 0.09
N -1.81 0.16 -0.99 -0.36
H -1.12 0.39 1.57 0.50
H -3.54 2.93 -0.21 0.21
H 0.09 1.82 -5.56 0.24
H 0.70 -0.43 -4.69 0.23
H -0.20 -1.19 -2.51 0.23
C 1.96 2.70 -1.66 -0.25
O 3.17 3.02 -2.30 -0.54
C 3.42 2.18 -3.41 -0.09
C 4.30 2.87 -4.43 -0.09
O 3.60 3.82 -5.23 -0.54
C 3.27 5.06 -4.63 -0.09
C 4.44 6.01 -4.46 -0.09
O 5.24 5.63 -3.36 -0.55
C 6.56 6.09 -3.47 -0.25
H 1.98 1.69 -1.24 0.16
H 1.81 3.42 -0.85 0.19
H 1.12 2.78 -2.36 0.16
H 2.48 1.89 -3.89 0.17
H 3.93 1.27 -3.06 0.17
H 4.64 2.11 -5.14 0.19
H 5.18 3.31 -3.96 0.19
H 2.75 4.92 -3.68 0.19
H 2.57 5.53 -5.33 0.19
H 4.05 7.02 -4.30 0.17
H 5.03 6.01 -5.38 0.17
H 7.04 5.70 -4.37 0.16
H 7.11 5.73 -2.60 0.19
H 6.61 7.19 -3.48 0.17
C -1.50 -2.75 3.27 -0.25
O -1.63 -3.94 4.02 -0.55
C -1.02 -3.86 5.29 -0.09
C -1.65 -4.83 6.26 -0.09
O -2.90 -4.41 6.77 -0.54
C -4.03 -4.51 5.90 -0.09
C -4.54 -5.92 5.72 -0.09
O -3.72 -6.65 4.83 -0.54
C -3.80 -8.04 5.03 -0.25
H -0.45 -2.56 3.03 0.16
H -2.06 -2.87 2.35 0.20
H -1.91 -1.89 3.82 0.17
H -1.10 -2.84 5.69 0.17
H 0.05 -4.11 5.19 0.17
H -1.00 -4.88 7.14 0.19
H -1.71 -5.83 5.83 0.19
H -3.83 -4.05 4.94 0.20
H -4.81 -3.94 6.40 0.19
H -5.56 -5.87 5.32 0.17
H -4.58 -6.42 6.70 0.17
H -3.51 -8.31 6.05 0.16
H -3.12 -8.52 4.33 0.19
H -4.82 -8.42 4.85 0.16
```


2.
Formula: C7H28O7
Source: OMol25
Level of theory: wB97M-V/def2-TZVPD

Properties
Molar mass (g mol⁻¹): 224.3
Total energy (eV): -22041.638
SMILES string: CO.CO.CO.CO.CO.CO.CO
F_max (eV/Å): 1.90
Kohn-Sham gap (eV): 9.7
LUMO level (eV): 0.231

XYZ file:
```
42
Properties=species:S:1:pos:R:3:nbo_charge:R:1
C -0.66 1.63 -3.84 -0.24
O 0.58 1.25 -4.37 -0.73
H -1.37 1.46 -4.64 0.16
H -0.90 0.99 -2.99 0.17
H -0.68 2.68 -3.56 0.17
H 0.90 1.91 -5.00 0.47
C -3.43 -3.05 1.76 -0.25
O -2.57 -2.73 0.68 -0.75
H -3.15 -4.03 2.14 0.17
H -3.24 -2.31 2.53 0.19
H -4.48 -2.96 1.48 0.17
H -2.66 -3.34 -0.05 0.48
C -0.10 -0.55 -0.16 -0.25
O -0.06 -1.12 1.11 -0.76
H -1.00 0.05 -0.17 0.16
H 0.81 -0.01 -0.41 0.20
H -0.34 -1.34 -0.87 0.16
H -0.74 -1.79 1.18 0.50
C 3.94 0.77 -1.43 -0.25
O 4.16 2.15 -1.36 -0.72
H 4.14 0.21 -0.51 0.17
H 2.95 0.57 -1.84 0.18
H 4.65 0.32 -2.12 0.16
H 5.08 2.31 -1.61 0.47
C -0.72 0.54 4.13 -0.23
O 0.35 0.48 3.25 -0.76
H -1.34 1.36 3.75 0.15
H -1.41 -0.30 4.06 0.14
H -0.44 0.65 5.17 0.18
H 0.16 0.09 2.40 0.50
C 2.97 -2.18 1.04 -0.24
O 3.44 -3.04 0.05 -0.73
H 2.73 -1.20 0.64 0.15
H 2.09 -2.59 1.54 0.17
H 3.77 -2.07 1.78 0.18
H 2.80 -3.16 -0.65 0.46
C -2.52 3.00 -0.20 -0.26
O -3.27 3.76 -1.19 -0.73
H -1.86 2.24 -0.63 0.16
H -1.80 3.72 0.20 0.19
H -3.10 2.45 0.54 0.17
H -3.70 3.18 -1.83 0.46
```


3.
Formula: C2H6N2O2
Source: OMol25
Level of theory: wB97M-V/def2-TZVPD

Properties
Molar mass (g mol⁻¹): 90.1
Total energy (eV): -9241.890
SMILES string: CO/N=C/NO
F_max (eV/Å): 2.89
Kohn-Sham gap (eV): 9.3
LUMO level (eV): 0.833

XYZ file:
```
12
Properties=species:S:1:pos:R:3:nbo_charge:R:1
C 2.71 -0.27 0.35 -0.26
O 1.49 -0.25 -0.47 -0.43
N 0.60 0.74 -0.02 -0.21
C -0.54 0.23 -0.36 0.21
N -1.76 0.54 0.08 -0.33
O -2.52 -0.68 0.26 -0.56
H 2.51 -0.73 1.33 0.17
H 3.42 -0.99 -0.05 0.20
H 3.04 0.75 0.50 0.19
H -0.65 -0.64 -0.98 0.18
H -1.72 1.02 0.97 0.37
H -3.24 -0.67 -0.45 0.48
```


4.
Formula: C14H47B3Ba2F3NO16P3
Source: OMol25
Level of theory: wB97M-V/def2-TZVPD

Properties
Molar mass (g mol⁻¹): 942.5
Total energy (eV): -88964.176
F_max (eV/Å): 3.75
Charge: +1
Kohn-Sham gap (eV): 8.4
LUMO level (eV): -2.895

XYZ file:
```
89
Properties=species:S:1:pos:R:3:mulliken_charge:R:1
Ba 2.51 -1.80 -1.83 2.02
Ba 0.91 1.77 -4.18 1.79
B -1.43 0.54 -5.27 0.57
H -0.73 -0.33 -5.07 -0.25
H -1.43 1.08 -4.29 -0.47
H -0.99 1.23 -6.04 -0.29
H -2.49 0.22 -5.60 -0.19
B 3.22 0.21 -3.95 1.07
H 3.90 -0.55 -3.47 -0.41
H 3.17 1.05 -3.22 -0.31
H 3.64 0.65 -4.91 -0.16
H 2.28 -0.32 -4.16 -0.11
B 0.70 0.33 -1.69 -1.63
H 0.66 -0.36 -2.54 0.70
H 0.68 -0.26 -0.73 -0.43
H 1.64 0.91 -1.79 0.33
H -0.13 1.09 -1.72 -0.41
C -2.49 -0.10 -1.79 -0.36
N -3.64 -1.03 -1.53 1.05
O -4.12 -1.02 -0.42 -0.60
O -3.99 -1.68 -2.49 -0.59
H -2.17 0.22 -0.80 -0.11
H -2.78 0.79 -2.33 0.32
H -1.67 -0.70 -2.16 0.10
C -3.02 -3.88 0.90 -0.70
O -1.99 -3.15 0.24 0.24
P -0.78 -3.79 -0.54 -0.76
O 0.28 -2.80 -0.86 0.45
O -0.26 -5.02 0.35 -0.28
C 0.41 -4.80 1.62 -0.57
O -1.51 -4.47 -1.76 -0.19
C -1.70 -5.86 -2.02 -0.72
H -3.98 -3.50 0.56 0.28
H -2.96 -3.71 1.98 0.17
H -2.98 -4.95 0.69 0.30
H 1.34 -5.36 1.48 0.33
H -0.10 -5.42 2.36 0.28
H 0.39 -3.75 1.87 0.16
H -2.37 -6.43 -1.37 0.28
H -0.72 -6.30 -2.17 0.32
H -2.13 -5.92 -3.02 0.27
C -1.45 3.65 -0.32 -0.38
O -1.47 4.92 -0.97 -0.29
P -0.89 5.04 -2.48 0.02
O -0.21 3.85 -3.00 0.04
O -2.09 5.56 -3.40 -0.33
C -2.84 6.71 -3.04 -0.61
O 0.11 6.27 -2.42 -0.27
C 0.95 6.45 -1.29 -0.41
H -0.57 3.06 -0.56 0.06
H -2.32 3.06 -0.62 0.32
H -1.48 3.83 0.75 0.34
H -2.75 7.47 -3.82 0.27
H -2.43 7.14 -2.12 0.26
H -3.91 6.60 -2.90 0.28
H 0.30 6.83 -0.49 0.27
H 1.81 7.09 -1.49 0.30
H 1.44 5.55 -0.91 0.08
C 2.62 0.31 3.97 -0.68
O 2.54 -0.13 2.62 0.44
P 3.69 0.23 1.54 0.04
O 3.46 -0.30 0.20 -0.17
O 3.80 1.80 1.75 -0.36
C 2.98 2.67 0.92 -0.59
O 5.01 -0.25 2.29 -0.41
C 5.17 -1.63 2.67 -0.63
H 1.92 -0.24 4.61 0.04
H 2.20 1.32 3.97 0.24
H 3.63 0.18 4.35 0.44
H 3.70 3.44 0.63 0.34
H 2.22 3.08 1.59 0.28
H 2.57 2.21 0.02 -0.04
H 5.36 -1.68 3.73 0.29
H 6.04 -2.11 2.24 0.27
H 4.28 -2.21 2.40 0.23
C -1.07 -3.36 5.49 -1.11
C -0.94 -1.87 5.75 -0.23
O -0.61 -1.09 4.60 -0.34
C -1.56 -0.87 3.68 0.07
O -2.67 -1.25 3.90 -0.56
C -1.19 -0.05 2.48 1.17
F -2.20 0.64 2.00 -0.23
F -0.21 0.82 2.80 -0.21
F -0.74 -0.90 1.55 -0.31
H -1.05 -3.97 6.40 0.42
H -0.28 -3.83 4.90 0.20
H -2.05 -3.65 5.08 0.31
H -0.12 -1.61 6.42 0.39
H -1.89 -1.61 6.21 0.29
```


5.
Formula: C6H10O
Source: OMol25
Level of theory: wB97M-V/def2-TZVPD

Properties
Molar mass (g mol⁻¹): 98.1
Total energy (eV): -8429.505
SMILES string: CC1(O)C=CC=C1.[H][H]
F_max (eV/Å): 0.32
Kohn-Sham gap (eV): 9.4
LUMO level (eV): 0.718

XYZ file:
```
17
Properties=species:S:1:pos:R:3:nbo_charge:R:1
C -1.73 -0.55 -0.12 -0.61
C -0.46 -0.14 0.61 0.16
O -0.75 -0.35 1.99 -0.70
C -0.03 1.31 0.37 -0.19
C 1.26 1.36 0.04 -0.23
C 1.79 -0.03 -0.03 -0.23
C 0.81 -0.89 0.24 -0.19
H -1.95 -1.60 0.09 0.22
H -1.66 -0.40 -1.20 0.22
H -2.56 0.05 0.27 0.22
H 0.06 -0.13 2.48 0.47
H -0.70 2.14 0.53 0.22
H 1.86 2.25 -0.12 0.22
H 2.82 -0.27 -0.28 0.22
H 0.88 -1.97 0.26 0.22
H 0.17 -0.04 -2.44 0.00
H 0.20 -0.73 -2.70 0.00
```


6.
Formula: C5H14O
Source: OMol25
Level of theory: wB97M-V/def2-TZVPD

Properties
Molar mass (g mol⁻¹): 90.2
Total energy (eV): -7458.163
SMILES string: CCCCC.O
F_max (eV/Å): 4.49
Kohn-Sham gap (eV): 11.8
LUMO level (eV): 1.024

XYZ file:
```
20
Properties=species:S:1:pos:R:3:nbo_charge:R:1
C 1.85 -0.51 -0.27 -0.62
C 1.18 0.32 0.79 -0.42
C 0.01 -0.48 1.33 -0.39
C -1.25 -0.33 0.43 -0.38
C -1.83 1.11 0.30 -0.65
H 2.27 0.08 -1.09 0.19
H 1.15 -1.10 -0.86 0.20
H 2.59 -1.20 -0.02 0.22
H 0.97 1.35 0.49 0.21
H 1.79 0.56 1.64 0.21
H 0.30 -1.53 1.32 0.21
H -0.19 -0.09 2.29 0.20
H -1.12 -0.74 -0.65 0.17
H -2.06 -0.87 0.86 0.21
H -1.43 1.42 -0.65 0.22
H -2.94 1.17 0.28 0.21
H -1.76 1.49 1.27 0.22
O -0.05 -0.29 -2.81 -0.92
H -0.38 -0.10 -2.00 0.45
H 0.91 -0.27 -2.67 0.47
```


7.
Formula: C6H9N2O2
Source: OMol25
Level of theory: wB97M-V/def2-TZVPD

Properties
Molar mass (g mol⁻¹): 141.2
Total energy (eV): -13439.260
F_max (eV/Å): 5.29
Expectation value of S²: 0.76
Kohn-Sham gap (alpha / beta) (eV): 8.3 / 4.0
Spin multiplicity: 2
LUMO level (alpha / beta) (eV): -0.019 / -4.388

XYZ file:
```
19
Properties=species:S:1:pos:R:3:mulliken_spin:R:1
C -3.53 -1.18 1.37 0.01
C -0.07 0.06 0.83 0.28
C -1.52 -1.33 -0.17 0.38
C -2.07 -0.85 1.03 0.32
N -0.33 -0.69 -0.22 -0.03
N -1.23 0.13 1.51 -0.05
H 0.45 -0.73 -0.95 -0.01
H 0.92 0.55 0.87 0.05
H -1.96 -1.98 -0.89 0.01
H -3.54 -2.36 1.29 0.01
H -4.18 -0.81 0.58 0.02
H -4.05 -1.17 2.29 0.00
C 1.48 1.94 -1.74 0.00
C 2.27 0.83 -0.89 0.00
O 2.05 -0.37 -1.17 0.01
O 2.94 1.20 0.04 0.01
H 2.10 2.37 -2.62 0.00
H 1.48 2.90 -1.12 0.00
H 0.44 1.62 -2.01 0.00
```


8.
Formula: C13H14Cl2O3
Source: OMol25
Level of theory: wB97M-V/def2-TZVPD

Properties
Molar mass (g mol⁻¹): 289.2
Total energy (eV): -44892.497
SMILES string: COc1cc2c(cc1OC)C(Cl)=C(Cl)C(C)(C)O2
F_max (eV/Å): 4.02
Kohn-Sham gap (eV): 8.2
LUMO level (eV): 0.217

XYZ file:
```
32
Properties=species:S:1:pos:R:3:nbo_charge:R:1
C -0.24 -0.10 -3.91 -0.25
O -0.22 1.14 -3.21 -0.52
C -0.40 0.97 -1.83 0.27
C 0.64 1.06 -0.98 -0.27
C 0.66 0.51 0.33 0.33
C -0.56 -0.10 0.77 -0.17
C -1.73 -0.11 -0.08 -0.20
C -1.70 0.52 -1.36 0.22
O -2.70 0.30 -2.27 -0.52
C -3.72 1.29 -2.19 -0.25
C -0.64 -0.74 2.07 -0.05
Cl -2.01 -1.73 2.36 0.05
C 0.50 -0.73 2.79 -0.07
Cl 0.43 -1.57 4.31 0.03
C 1.80 -0.31 2.20 0.24
C 2.74 0.30 3.28 -0.62
C 2.55 -1.61 1.56 -0.63
O 1.71 0.71 1.15 -0.48
H -1.20 -0.49 -4.07 0.18
H 0.28 -0.90 -3.47 0.17
H 0.28 0.03 -4.89 0.19
H 1.37 1.81 -1.27 0.23
H -2.69 -0.44 0.28 0.24
H -4.62 1.02 -1.59 0.17
H -4.02 1.51 -3.16 0.19
H -3.46 2.22 -1.72 0.18
H 2.36 1.31 3.37 0.23
H 2.67 -0.29 4.20 0.23
H 3.75 0.20 2.91 0.22
H 3.41 -1.31 0.93 0.23
H 1.88 -2.19 1.07 0.21
H 2.86 -2.28 2.43 0.22
```


9.
Formula: CHClO2PS
Source: OMol25
Level of theory: wB97M-V/def2-TZVPD

Properties
Molar mass (g mol⁻¹): 143.5
Total energy (eV): -37797.796
F_max (eV/Å): 1.98
Charge: -1
Kohn-Sham gap (eV): 8.0
LUMO level (eV): 3.605

XYZ file:
```
7
Properties=species:S:1:pos:R:3:nbo_charge:R:1
C 2.30 -1.18 0.19 0.60
O 3.14 -1.92 0.67 -0.64
O 0.95 -1.46 0.06 -0.83
P 0.08 -0.48 -1.06 0.85
S 2.51 0.33 -0.57 -0.42
Cl -1.76 -1.61 -0.57 -0.49
H -0.33 0.57 -0.18 -0.08
```


10.
Formula: CH4N5
Source: OMol25
Level of theory: wB97M-V/def2-TZVPD

Properties
Molar mass (g mol⁻¹): 86.1
Total energy (eV): -8540.878
F_max (eV/Å): 4.64
Charge: +1
Kohn-Sham gap (eV): 12.4
LUMO level (eV): -5.129

XYZ file:
```
10
Properties=species:S:1:pos:R:3:nbo_charge:R:1
C 1.84 -0.23 0.00 -0.20
N -2.08 -0.68 -0.21 0.07
N -0.95 -1.18 -0.30 0.02
N -0.55 0.87 0.12 0.07
N -1.85 0.69 0.09 -0.17
N -0.05 -0.27 -0.12 0.01
H 1.85 0.64 0.62 0.23
H 2.02 -1.16 0.47 0.24
H 2.31 -0.04 -1.05 0.27
H -2.54 1.36 0.37 0.47
```


11.
Formula: C5H11N
Source: OMol25
Level of theory: wB97M-V/def2-TZVPD

Properties
Molar mass (g mol⁻¹): 85.1
Total energy (eV): -6850.558
SMILES string: C/C=C/NCC
F_max (eV/Å): 5.78
Kohn-Sham gap (eV): 8.8
LUMO level (eV): 1.163

XYZ file:
```
17
Properties=species:S:1:pos:R:3:nbo_charge:R:1
C -2.25 -2.06 1.30 -0.64
C -1.19 -0.95 1.33 -0.30
C -0.54 -0.46 0.25 0.02
N 0.14 0.78 -0.12 -0.66
C 1.44 0.73 -0.74 -0.21
C 1.82 1.99 -1.48 -0.62
H -2.66 -2.05 0.33 0.21
H -3.17 -1.99 1.81 0.22
H -1.68 -3.04 1.55 0.20
H -0.86 -0.71 2.29 0.19
H -0.28 -1.26 -0.49 0.15
H -0.39 1.54 0.51 0.41
H 2.23 0.47 0.03 0.17
H 1.55 -0.11 -1.49 0.20
H 1.68 2.99 -1.00 0.21
H 2.95 1.95 -1.73 0.21
H 1.22 2.19 -2.35 0.21
```


12.
Formula: C3H7NO2
Source: OMol25
Level of theory: wB97M-V/def2-TZVPD

Properties
Molar mass (g mol⁻¹): 89.1
Total energy (eV): -8807.182
SMILES string: C/C(=C/O)NO
F_max (eV/Å): 0.70
Kohn-Sham gap (eV): 8.6
LUMO level (eV): 0.669

XYZ file:
```
13
Properties=species:S:1:pos:R:3:nbo_charge:R:1
C -1.03 -1.19 -0.08 -0.63
C -0.10 -0.03 -0.16 0.06
C -0.51 1.24 -0.08 0.05
O 0.40 2.30 -0.12 -0.71
N 1.25 -0.33 -0.41 -0.32
O 1.80 -1.40 0.33 -0.56
H -0.85 -1.85 -0.93 0.22
H -0.85 -1.77 0.82 0.22
H -2.06 -0.86 -0.08 0.22
H -1.55 1.49 -0.02 0.17
H -0.09 3.12 -0.21 0.48
H 1.84 0.49 -0.35 0.36
H 1.75 -1.21 1.28 0.44
```